#P
Below is C20H23NO5S in the gas phase, with properties calculated with the ωB97M-V functional and the def2-TZVPD basis.

```
50
C20H23NO5S (the ωB97M-V functional and the def2-TZVPD basis)
C 5.446 3.699 2.718
C 3.985 3.661 2.297
O 3.849 2.652 1.313
C 2.623 2.391 0.802
C 2.560 1.349 -0.129
C 1.359 0.992 -0.699
C 0.186 1.664 -0.364
C 0.253 2.703 0.549
C 1.455 3.072 1.130
H 1.463 3.882 1.842
H -0.643 3.242 0.821
C -1.131 1.194 -0.931
N -1.515 -0.073 -0.324
C -1.288 -1.294 -0.896
O -1.277 -2.319 -0.230
C -1.127 -1.344 -2.361
C -0.521 -2.395 -2.931
C -0.350 -2.574 -4.340
C 0.245 -3.602 -5.037
C 0.132 -3.274 -6.403
C -0.517 -2.076 -6.446
O -0.811 -1.645 -5.214
H -0.814 -1.454 -7.268
H 0.483 -3.846 -7.238
H 0.698 -4.476 -4.616
H -0.117 -3.175 -2.300
H -1.557 -0.569 -2.977
C -1.731 -0.004 1.114
C -0.581 -0.515 1.967
H 0.309 0.103 1.922
H -0.358 -1.558 1.765
S -1.340 -0.365 3.610
O -0.925 -1.408 4.505
O -1.174 0.992 4.066
C -3.079 -0.592 3.075
C -2.973 -0.785 1.575
H -2.830 -1.838 1.331
H -3.862 -0.426 1.055
H -3.493 -1.447 3.598
H -3.608 0.315 3.352
H -1.879 1.052 1.365
H -1.917 1.928 -0.728
H -1.041 1.071 -2.008
H 1.322 0.176 -1.406
H 3.473 0.833 -0.380
H 3.684 4.633 1.883
H 3.347 3.431 3.161
H 6.074 3.920 1.859
H 5.592 4.465 3.474
H 5.740 2.736 3.123
```

For the molar mass, the calculation gives 389.5 g/mol. As for the SMILES: CCOc1ccc(CN(C(=O)/C=C/c2ccco2)[C@H]2CCS(=O)(=O)C2)cc1. Its spin multiplicity is 1. The calculation puts the orbital gap at 8.51 eV. The LUMO energy is 0.04 eV. The value obtained for the HOMO energy is -8.5 eV.

=====

#Q
Below is C20H23NO5S in the gas phase, with properties calculated with the ωB97M-V functional and the def2-TZVPD basis.

```
50
C20H23NO5S (the ωB97M-V functional and the def2-TZVPD basis)
O -1.271 0.614 0.098
O 0.671 -1.888 -0.832
O -4.827 2.647 3.964
O -4.305 3.792 1.781
O -1.255 -1.333 -2.023
C -1.622 -0.506 0.411
C 0.110 -1.456 -1.862
C 5.680 -0.470 -1.332
C 2.487 2.182 -3.611
C 4.817 -1.496 -1.240
C 1.576 1.176 -3.670
C 5.300 0.782 -1.859
C 3.645 2.109 -2.928
C 3.544 -1.364 -1.792
C 1.855 -0.035 -3.000
C 3.994 0.865 -2.412
C 3.123 -0.190 -2.390
N -2.296 -0.662 1.710
C -1.874 -1.528 -0.735
C 0.835 -1.194 -3.142
C -1.344 -3.032 2.396
C -2.520 -2.019 2.139
C -1.567 1.518 2.858
C -2.674 0.482 2.556
C -2.245 2.736 3.407
C -3.836 1.260 1.970
S -3.969 2.774 2.811
H 6.613 -0.616 -0.831
H 2.154 3.198 -3.895
H 5.132 -2.369 -0.725
H 0.695 1.542 -4.246
H 5.977 1.592 -1.730
H 4.345 2.877 -2.883
H 2.696 -2.028 -1.715
H -2.950 -1.589 -0.922
H -1.507 -2.474 -0.426
H 1.277 -2.079 -3.636
H 0.091 -0.874 -3.851
H -0.574 -2.519 2.917
H -1.476 -3.884 2.984
H -0.812 -3.457 1.465
H -3.259 -2.622 1.514
H -3.087 -1.951 3.025
H -0.922 1.814 2.006
H -1.026 1.167 3.708
H -3.098 -0.024 3.441
H -2.276 2.597 4.506
H -1.705 3.681 3.161
H -4.828 0.758 1.905
H -3.494 1.493 0.955
```

For the molar mass, the calculation gives 389.5 g/mol. As for the SMILES: CCN(C(=O)COC(=O)Cc1cccc2ccccc12)[C@H]1CCS(=O)(=O)C1. Its spin multiplicity is 1. The calculation puts the orbital gap at 8.27 eV. The LUMO energy is 0.29 eV. The value obtained for the HOMO energy is -8.0 eV.

=====

Which structure wins on stability? #P wins.

=====

#P
Below is a gas-phase ion, C6H11N (charge +1), with properties calculated with the ωB97M-V functional and the def2-TZVPD basis.

```
18
C6H11N (the ωB97M-V functional and the def2-TZVPD basis)
C 3.014 0.605 1.747
C 2.061 1.026 0.914
N 0.750 1.152 1.152
C -0.261 1.169 -0.041
C -2.174 -1.905 -1.422
C -1.839 -0.556 -0.882
C -0.611 -0.237 -0.520
H 2.851 0.076 2.710
H 4.060 0.832 1.545
H 2.246 1.535 -0.001
H 0.291 0.821 2.068
H 0.128 1.573 -1.065
H -1.151 1.875 0.227
H -1.227 -2.332 -1.787
H -2.738 -1.887 -2.395
H -2.689 -2.675 -0.701
H -2.919 -0.154 -0.634
H 0.207 -0.919 -0.917
```

For the molar mass, the calculation gives 97.2 g/mol. Its spin multiplicity is 2. The calculation puts the orbital gap (spin up / spin down) at 10.16 / 6.14 eV. The LUMO energy (spin up / spin down) is -3.33 / -7.33 eV. The value obtained for the HOMO energy (spin up / spin down) is -13.5 / -13.5 eV. As for the expectation value of S²: 0.772. As for the total charge: +1.

=====

#Q
Below is a gas-phase ion, C6H11N (charge +1), with properties calculated with the ωB97M-V functional and the def2-TZVPD basis.

```
18
C6H11N (the ωB97M-V functional and the def2-TZVPD basis)
C 1.289 2.909 -1.587
C 0.663 1.729 -1.194
N 1.116 0.971 -0.227
C 0.809 -0.494 -0.142
C -2.151 -2.250 1.635
C -1.013 -1.926 0.715
C -0.497 -0.700 0.598
H 2.287 3.070 -1.202
H 0.853 3.613 -2.275
H -0.190 1.373 -1.767
H 1.956 1.343 0.211
H 0.718 -0.766 -1.194
H 1.689 -0.977 0.258
H -1.895 -3.026 2.351
H -2.393 -1.347 2.200
H -3.070 -2.482 1.100
H -0.438 -2.732 0.261
H -1.112 0.185 0.733
```

For the molar mass, the calculation gives 97.2 g/mol. Its spin multiplicity is 2. The calculation puts the orbital gap (spin up / spin down) at 9.43 / 6.02 eV. The LUMO energy (spin up / spin down) is -3.72 / -7.11 eV. The value obtained for the HOMO energy (spin up / spin down) is -13.1 / -13.1 eV. As for the expectation value of S²: 0.770. As for the total charge: +1.

=====

Which structure wins on stability? #Q wins.

=====

#P
Below is 2 unconnected molecules or ions with the total composition C6H9N2O, with properties calculated with the ωB97M-V functional and the def2-TZVPD basis.

```
18
C6H9N2O (the ωB97M-V functional and the def2-TZVPD basis)
C -3.382 -1.512 -0.391
C -2.715 -0.335 0.127
C 1.937 0.276 -0.683
C 3.925 0.156 0.864
C 3.154 0.477 -0.350
C -2.020 0.648 -0.509
N -0.895 2.300 0.795
N -1.370 1.470 0.214
O 0.833 0.278 -0.989
H -4.327 -1.714 0.103
H -2.793 -2.392 0.036
H -2.559 -0.184 1.152
H 3.551 -0.897 1.364
H 4.983 0.270 0.858
H 3.595 0.902 1.589
H 3.658 0.979 -1.146
H -3.507 -1.603 -1.425
H -2.068 0.881 -1.611
```

For the molar mass, the calculation gives 125.2 g/mol. Its spin multiplicity is 1. The calculation puts the orbital gap at 5.89 eV. The LUMO energy is -5.89 eV. The value obtained for the HOMO energy is -11.8 eV. As for the total charge: +1.

=====

#Q
Below is a gas-phase ion, C6H9N2O (charge +1), with properties calculated with the ωB97M-V functional and the def2-TZVPD basis.

```
18
C6H9N2O (the ωB97M-V functional and the def2-TZVPD basis)
C 2.015 -0.296 0.293
C 0.378 -0.571 0.423
C -0.869 -2.335 0.009
C -1.260 -0.145 -0.104
C 2.555 0.285 -0.732
C -1.097 2.177 0.173
N 0.259 -1.935 0.273
N -1.845 -1.283 -0.316
O -1.858 0.950 -0.063
H 2.542 -0.631 1.106
H 0.361 -0.261 1.493
H -1.014 -3.229 -0.445
H 3.549 0.490 -0.801
H 2.103 0.713 -1.620
H -1.413 2.552 1.186
H -1.540 2.980 -0.498
H -0.072 1.927 0.160
H -2.792 -1.388 -0.538
```

For the molar mass, the calculation gives 125.2 g/mol. As for the SMILES: C=C[C@@H]1N=C[NH+]=C1OC. Its spin multiplicity is 1. The calculation puts the orbital gap at 10.16 eV. The LUMO energy is -4.12 eV. The value obtained for the HOMO energy is -14.3 eV. As for the total charge: +1.

=====

Which structure wins on stability? #Q wins.

=====

#P
Below is 2 unconnected molecules or ions with the total composition C3H11BN, with properties calculated with the ωB97M-V functional and the def2-TZVPD basis.

```
16
C3H11BN (the ωB97M-V functional and the def2-TZVPD basis)
B 0.727 1.826 -0.445
C -0.167 1.893 0.611
C 1.891 1.427 -1.388
C -0.877 -1.161 -0.146
N -1.188 -2.012 1.033
H -1.250 1.878 0.626
H 0.143 1.784 1.705
H -0.416 -0.470 0.371
H 2.770 2.085 -1.291
H 1.616 1.370 -2.401
H 2.415 0.632 -1.066
H -1.719 -0.996 -0.789
H 0.068 -1.628 -0.759
H -0.280 -2.096 1.549
H -1.717 -2.977 0.922
H -2.017 -1.555 1.470
```

For the molar mass, the calculation gives 71.9 g/mol. Its spin multiplicity is 1. The calculation puts the orbital gap at 7.67 eV. The LUMO energy is -4.13 eV. The value obtained for the HOMO energy is -11.8 eV. As for the total charge: +1.

=====

#Q
Below is 2 unconnected molecules or ions with the total composition C3H11BN, with properties calculated with the ωB97M-V functional and the def2-TZVPD basis.

```
16
C3H11BN (the ωB97M-V functional and the def2-TZVPD basis)
B 0.475 -0.739 -0.468
C 0.422 -1.494 0.899
C 0.924 -0.995 -1.833
C -0.789 1.141 -0.250
N -0.854 1.819 1.198
H -0.347 -1.372 1.621
H 1.338 -1.246 1.465
H 0.503 -2.588 0.706
H 1.868 -0.416 -1.877
H 0.374 -0.709 -2.654
H 0.982 -2.093 -1.959
H -0.356 1.879 -0.852
H -1.891 1.049 -0.509
H -1.623 2.507 1.203
H 0.043 2.269 1.530
H -1.069 0.986 1.780
```

For the molar mass, the calculation gives 71.9 g/mol. Its spin multiplicity is 1. The calculation puts the orbital gap at 10.06 eV. The LUMO energy is -3.58 eV. The value obtained for the HOMO energy is -13.6 eV. As for the total charge: +1.

=====

Which structure wins on stability? #Q wins.

=====

#P
Below is 7 unconnected molecules or ions with the total composition C5H27N2O6, with properties calculated with the ωB97M-V functional and the def2-TZVPD basis.

```
40
C5H27N2O6 (the ωB97M-V functional and the def2-TZVPD basis)
N -0.436 0.263 -0.061
C 0.374 0.841 -1.237
C 1.324 1.986 -0.728
C 2.096 1.520 0.518
C 2.198 2.445 -1.862
C 1.251 -0.367 -1.646
N 0.588 -1.715 -1.779
H -1.176 -0.415 -0.352
H -0.955 1.000 0.466
H 0.185 -0.189 0.631
H -0.326 1.150 -1.994
H 0.695 2.835 -0.470
H 3.037 2.080 0.666
H 2.408 0.463 0.651
H 1.539 1.725 1.458
H 2.736 3.333 -1.448
H 1.650 2.881 -2.762
H 2.905 1.745 -2.329
H 2.006 -0.519 -0.877
H 1.752 -0.096 -2.599
H -0.378 -1.546 -2.052
H 1.047 -2.094 -2.604
H -1.345 -2.294 0.933
H -2.136 -2.848 -0.336
O -1.797 -2.064 0.109
H 0.700 -2.043 4.079
H 0.355 -1.515 2.585
O 0.062 -1.987 3.365
H -3.143 -0.591 -2.615
H -2.924 -1.063 -1.290
O -2.385 -0.881 -2.078
H -2.809 -0.600 3.416
H -1.545 0.158 4.012
O -2.393 0.249 3.570
H -2.868 2.331 1.673
H -2.971 2.676 0.183
O -2.637 1.997 0.783
H 0.809 -2.653 -0.029
H 1.523 -3.490 1.115
O 0.985 -2.711 0.934
```

For the molar mass, the calculation gives 211.3 g/mol. Its spin multiplicity is 1. The calculation puts the orbital gap at 10.79 eV. The LUMO energy is -2.56 eV. The value obtained for the HOMO energy is -13.4 eV. As for the total charge: +1.

=====

#Q
Below is 7 unconnected molecules or ions with the total composition C5H27N2O6, with properties calculated with the ωB97M-V functional and the def2-TZVPD basis.

```
40
C5H27N2O6 (the ωB97M-V functional and the def2-TZVPD basis)
C 0.562 0.890 -0.346
N -0.696 0.791 0.361
C -1.726 1.733 -0.048
C -2.817 1.943 0.996
C 0.551 0.018 -1.598
N 0.034 -1.330 -1.312
C -0.288 -2.007 -2.616
H 0.825 1.929 -0.552
H 1.259 0.443 0.372
H -0.671 0.650 1.350
H -1.259 2.699 -0.273
H -2.157 1.341 -0.976
H -3.582 2.565 0.547
H -2.433 2.333 1.930
H -3.088 0.955 1.392
H 1.579 -0.010 -1.965
H -0.007 0.527 -2.388
H -0.738 -1.272 -0.635
H 0.781 -1.929 -0.888
H 0.523 -1.752 -3.294
H -1.226 -1.619 -2.995
H -0.274 -3.085 -2.488
H 1.664 -2.571 1.304
H 1.482 -3.803 0.293
O 1.286 -2.876 0.455
H -3.045 -1.759 -0.041
H -2.779 -1.717 1.418
O -2.414 -2.063 0.601
H 1.952 -2.098 3.506
H 3.013 -1.472 2.715
O 2.531 -2.313 2.762
H -0.807 3.385 3.121
H 0.452 2.597 3.075
O -0.440 2.595 2.705
H 0.032 3.140 -2.329
H -0.794 4.388 -2.787
O -0.750 3.433 -2.801
H 3.846 -1.912 0.211
H 5.256 -1.486 0.504
O 4.362 -1.281 0.713
```

For the molar mass, the calculation gives 211.3 g/mol. Its spin multiplicity is 1. The calculation puts the orbital gap at 9.25 eV. The LUMO energy is -2.50 eV. The value obtained for the HOMO energy is -11.7 eV. As for the total charge: +1.

=====

Which structure wins on stability? #P wins.

=====

#P
Below is C4H6FNS in the gas phase, with properties calculated with the ωB97M-V functional and the def2-TZVPD basis.

```
13
C4H6FNS (the ωB97M-V functional and the def2-TZVPD basis)
C 0.044 -1.516 -0.965
C 0.838 -0.357 1.105
C -0.046 1.005 -1.106
C -0.098 -0.298 -0.189
N 0.152 -2.481 -1.568
F -1.853 0.859 1.662
S -1.812 -0.342 0.535
H 1.800 0.080 0.991
H 0.348 0.430 1.713
H 0.713 -1.302 1.600
H 0.408 1.746 -0.437
H -1.049 1.262 -1.363
H 0.554 0.911 -1.979
```

For the molar mass, the calculation gives 119.2 g/mol. As for the SMILES: CC(C)(C#N)SF. Its spin multiplicity is 1. The calculation puts the orbital gap at 9.67 eV. The LUMO energy is 0.04 eV. The value obtained for the HOMO energy is -9.6 eV.

=====

#Q
Below is 2 unconnected molecules or ions with the total composition C4H6FNS, with properties calculated with the ωB97M-V functional and the def2-TZVPD basis.

```
13
C4H6FNS (the ωB97M-V functional and the def2-TZVPD basis)
C -0.287 -1.798 -1.482
C 1.538 -1.371 0.083
C 1.684 -0.085 0.006
C -1.335 1.949 0.947
N 0.464 -2.054 -0.507
F 2.523 0.723 0.552
S -0.973 1.164 -0.746
H -1.317 -2.147 -1.535
H -0.083 -0.903 -2.048
H 2.148 -1.922 0.642
H -2.054 2.755 0.936
H -0.505 2.431 1.396
H -1.802 1.258 1.756
```

For the molar mass, the calculation gives 119.2 g/mol. Its spin multiplicity is 1. The calculation puts the orbital gap (spin up / spin down) at 6.53 / 6.53 eV. The LUMO energy (spin up / spin down) is -2.37 / -2.38 eV. The value obtained for the HOMO energy (spin up / spin down) is -8.9 / -8.9 eV.

=====

Which structure wins on stability? #P wins.